Record 1
C5H13N3 | the ωB97M-V functional and the def2-TZVPD basis

SMILES: [H]/N=C(\N)C(C)(C)NC
HOMO energy: -8.657 eV
molar mass: 115.18 g mol⁻¹
strongest force on any atom: 2.98 eV Å⁻¹
Kohn-Sham gap: 9.5 eV
ΔE to the lowest compared entry with this formula, charge and spin: 0.235 eV

Last column: natural (NBO) charge in e.
Cartesian coordinates (Å):
H1 1.388 2.596 0.570  0.339
N1 0.629 2.005 0.235  -0.724
C1 0.901 0.777 0.211  0.459
N2 2.181 0.235 0.540  -0.863
C2 -0.043 -0.242 -0.376  0.036
C3 -0.046 -1.580 0.365  -0.623
C4 0.310 -0.447 -1.853  -0.594
N3 -1.437 0.337 -0.350  -0.624
C5 -2.029 0.542 0.959  -0.417
H2 2.797 0.748 1.152  0.385
H3 2.372 -0.751 0.508  0.388
H4 -0.954 -2.114 0.097  0.233
H5 0.805 -2.190 0.069  0.203
H6 -0.028 -1.441 1.444  0.217
H7 0.308 0.507 -2.376  0.219
H8 1.296 -0.896 -1.953  0.205
H9 -0.433 -1.096 -2.308  0.224
H10 -1.392 1.235 -0.823  0.373
H11 -1.424 1.171 1.625  0.177
H12 -2.998 1.023 0.821  0.204
H13 -2.202 -0.420 1.442  0.183



Record 2
C5H16NO2 | the ωB97M-V functional and the def2-TZVPD basis

HOMO energy (alpha / beta): -2.761 / -9.893 eV
⟨S²⟩: 0.750
molar mass: 122.19 g mol⁻¹
strongest force on any atom: 1.90 eV Å⁻¹
Kohn-Sham gap (alpha / beta): 3.5 / 10.5 eV
ΔE to the lowest compared entry with this formula, charge and spin: 1.396 eV
spin multiplicity: 2

Last column: Mulliken spin population.
Cartesian coordinates (Å):
C1 -0.414 -1.437 0.404  0.410
C2 -1.492 -0.394 0.150  0.218
C3 -1.105 0.632 -0.893  -0.087
C4 -0.653 1.816 -0.513  0.122
C5 -1.161 0.151 -2.304  0.109
N1 0.811 -0.796 0.908  1.340
H1 -0.731 -2.154 1.145  -0.162
H2 -0.117 -1.956 -0.508  -0.140
H3 -1.710 0.105 1.090  -0.081
H4 -2.396 -0.924 -0.151  0.001
H5 -0.628 2.128 0.525  -0.077
H6 -0.342 2.600 -1.211  -0.006
H7 -2.151 -0.248 -2.539  -0.036
H8 -0.941 0.917 -3.048  0.004
H9 -0.411 -0.632 -2.480  -0.002
H10 1.005 0.052 0.367  -0.056
H11 0.766 -0.666 1.947  -0.103
H12 1.640 -1.431 0.924  -0.568
H13 2.710 -1.289 -2.117  -0.012
H14 3.052 0.100 -1.550  0.024
O1 2.483 -0.669 -1.413  -0.010
H15 1.152 1.277 3.217  -0.101
H16 -0.254 1.501 3.725  0.008
O2 0.257 0.901 3.154  0.207



Record 3
C3H2Br2ClF | the ωB97M-V functional and the def2-TZVPD basis

HOMO energy: -8.530 eV
molar mass: 252.31 g mol⁻¹
strongest force on any atom: 2.97 eV Å⁻¹
Kohn-Sham gap: 6.9 eV
ΔE to the lowest compared entry with this formula, charge and spin: 5.094 eV

Last column: natural (NBO) charge in e.
Cartesian coordinates (Å):
C1 0.747 0.905 0.510  -0.065
C2 2.981 -0.073 0.453  0.305
C3 -0.315 0.472 -0.300  -0.592
F1 3.524 0.607 1.407  -0.323
Cl1 3.118 -1.705 0.838  0.008
Br1 1.100 2.640 0.902  0.242
Br2 -1.403 1.981 -1.365  -0.197
H1 0.096 -0.268 -0.989  0.286
H2 -1.339 0.081 0.158  0.337



Record 4
C28H30AgN7O3 | the ωB97M-V functional and the def2-TZVPD basis

HOMO energy: -7.560 eV
molar mass: 620.46 g mol⁻¹
strongest force on any atom: 0.74 eV Å⁻¹
Kohn-Sham gap: 7.5 eV

Last column: natural (NBO) charge in e.
Cartesian coordinates (Å):
Ag1 -0.111 -0.156 0.259  0.866
C1 4.559 -0.489 -0.131  -0.246
C2 3.178 -0.718 -0.184  0.077
N1 2.289 0.249 -0.182  -0.463
C3 2.714 1.522 -0.112  0.238
C4 4.081 1.858 -0.081  -0.110
C5 5.012 0.803 -0.092  -0.140
C6 4.480 3.230 -0.025  -0.167
C7 3.559 4.217 0.025  -0.189
C8 2.161 3.916 0.032  -0.091
C9 1.181 4.917 0.142  -0.126
C10 -0.141 4.559 0.173  -0.276
C11 -0.470 3.202 0.074  0.136
N2 0.421 2.243 -0.042  -0.467
C12 1.726 2.578 -0.047  0.147
H1 5.244 -1.326 -0.122  0.226
H2 2.781 -1.726 -0.236  0.215
H3 6.071 1.029 -0.065  0.217
H4 5.538 3.459 -0.008  0.215
H5 3.862 5.256 0.075  0.216
H6 1.482 5.956 0.210  0.217
H7 -0.923 5.299 0.272  0.224
H8 -1.506 2.887 0.090  0.181
C13 -3.080 0.795 -1.558  -0.254
C14 -4.622 0.905 -1.700  -0.255
N3 -5.284 0.103 -0.672  -0.418
C15 -4.950 0.644 0.645  -0.253
C16 -3.412 0.741 0.807  -0.262
N4 -2.743 0.072 -0.322  -0.460
C17 -3.259 -1.301 -0.474  -0.263
C18 -4.786 -1.271 -0.745  -0.254
H9 -2.615 1.782 -1.537  0.192
H10 -2.641 0.242 -2.390  0.212
H11 -4.954 0.551 -2.678  0.202
H12 -4.959 1.937 -1.585  0.194
H13 -5.380 -0.021 1.397  0.196
H14 -5.430 1.620 0.754  0.197
H15 -3.077 0.287 1.736  0.228
H16 -3.089 1.784 0.813  0.185
H17 -3.035 -1.867 0.432  0.191
H18 -2.713 -1.762 -1.294  0.233
H19 -5.329 -1.867 -0.008  0.197
H20 -5.022 -1.665 -1.736  0.199
O1 -0.326 -2.310 -1.639  -0.639
C19 -0.063 -3.000 -0.661  0.645
N5 0.134 -2.514 0.601  -0.783
C20 0.461 -3.542 1.444  0.629
O2 0.751 -3.448 2.626  -0.625
C21 0.428 -4.833 0.659  -0.061
C22 0.643 -6.142 1.028  -0.211
C23 0.539 -7.120 0.039  -0.207
C24 0.236 -6.777 -1.272  -0.213
C25 0.018 -5.449 -1.636  -0.175
C26 0.113 -4.492 -0.649  -0.151
H21 0.883 -6.401 2.052  0.225
H22 0.698 -8.160 0.296  0.212
H23 0.170 -7.554 -2.023  0.211
H24 -0.219 -5.178 -2.657  0.224
C27 -2.430 -2.514 3.867  -0.426
N6 -1.847 -1.468 3.049  -0.644
C28 -0.924 -0.576 3.495  0.802
N7 -0.703 -0.560 4.847  -0.838
O3 -0.382 0.254 2.755  -0.710
H25 -3.160 -3.054 3.265  0.215
H26 -2.953 -2.073 4.717  0.201
H27 -1.685 -3.232 4.222  0.201
H28 -1.667 -1.705 2.083  0.420
H29 -0.815 -1.424 5.350  0.388
H30 0.085 -0.003 5.126  0.403



Record 5
C29H49AsCdN2OP | the ωB97M-V functional and the def2-TZVPD basis

HOMO energy: -9.283 eV
molar mass: 660.03 g mol⁻¹
strongest force on any atom: 1.13 eV Å⁻¹
Kohn-Sham gap: 7.3 eV
ΔE to the lowest compared entry with this formula, charge and spin: 0.000 eV
total charge: +1

Last column: Löwdin charge in e.
Cartesian coordinates (Å):
Cd1 0.079 0.051 -0.084  1.153
C1 1.158 -0.715 4.904  -0.101
C2 1.306 -0.434 3.413  -0.544
C3 2.220 -1.451 2.721  -0.126
P1 -0.245 -0.333 2.392  0.997
C4 -1.476 0.731 3.304  -0.534
C5 -2.359 -0.016 4.297  -0.108
C6 -2.328 1.459 2.258  -0.152
C7 -0.920 -1.995 2.189  -0.322
C8 -1.164 -2.812 3.305  -0.080
C9 -1.662 -4.092 3.201  -0.280
C10 -1.916 -4.951 4.413  -0.049
C11 -1.915 -4.575 1.912  -0.027
C12 -1.679 -3.810 0.797  -0.016
C13 -1.171 -2.491 0.876  -0.335
N1 -0.925 -1.758 -0.253  -0.147
C14 -1.430 -2.187 -1.506  -0.287
C15 -0.558 -2.692 -2.483  -0.215
C16 0.901 -2.887 -2.165  -0.040
C17 -1.062 -3.049 -3.728  -0.011
C18 -2.413 -2.932 -4.030  -0.272
C19 -2.952 -3.375 -5.363  -0.049
C20 -3.262 -2.426 -3.053  -0.019
C21 -2.796 -2.049 -1.801  -0.239
C22 -3.734 -1.490 -0.767  -0.044
H1 2.129 -0.597 5.387  0.086
H2 0.823 -1.735 5.089  0.071
H3 0.465 -0.022 5.384  0.067
H4 1.739 0.566 3.298  0.103
H5 1.797 -2.454 2.796  0.082
H6 3.208 -1.458 3.185  0.087
H7 2.333 -1.210 1.661  0.029
H8 -0.872 1.471 3.839  0.110
H9 -2.920 -0.808 3.803  0.081
H10 -3.071 0.679 4.745  0.086
H11 -1.778 -0.463 5.104  0.064
H12 -2.887 0.742 1.649  0.066
H13 -1.700 2.062 1.599  0.024
H14 -3.049 2.120 2.743  0.086
H15 -0.967 -2.414 4.292  0.085
H16 -1.830 -4.373 5.332  0.074
H17 -1.204 -5.777 4.460  0.082
H18 -2.916 -5.385 4.377  0.081
H19 -2.302 -5.581 1.788  0.121
H20 -1.870 -4.223 -0.186  0.118
H21 1.026 -3.582 -1.332  0.086
H22 1.372 -1.947 -1.871  0.038
H23 1.432 -3.285 -3.030  0.078
H24 -0.382 -3.442 -4.476  0.116
H25 -2.170 -3.399 -6.120  0.075
H26 -3.751 -2.717 -5.705  0.078
H27 -3.369 -4.382 -5.286  0.086
H28 -4.319 -2.318 -3.275  0.123
H29 -4.656 -1.133 -1.226  0.081
H30 -3.259 -0.669 -0.225  0.046
H31 -3.996 -2.250 -0.027  0.087
C23 -2.048 3.641 -0.896  -0.303
As1 -1.199 2.015 -1.577  1.007
C24 -0.147 2.801 -3.022  -0.317
C25 -2.690 1.281 -2.596  -0.292
H32 -2.503 4.180 -1.726  0.037
H33 -1.311 4.280 -0.413  0.032
H34 -2.818 3.378 -0.173  0.019
H35 -0.766 3.490 -3.593  0.035
H36 0.219 2.019 -3.686  0.015
H37 0.703 3.341 -2.607  0.027
H38 -2.981 1.986 -3.373  0.040
H39 -3.535 1.111 -1.929  0.025
H40 -2.412 0.328 -3.046  0.019
C26 4.749 -0.467 0.180  -0.020
N2 4.536 0.023 -1.180  -0.126
C27 5.667 0.099 -2.099  -0.027
C28 3.292 0.344 -1.538  -0.506
C29 3.042 0.770 -2.959  0.015
O1 2.368 0.296 -0.707  -0.138
H41 5.786 -0.761 0.301  0.092
H42 4.111 -1.329 0.372  0.082
H43 4.502 0.305 0.909  0.099
H44 6.588 0.043 -1.529  0.091
H45 5.668 1.041 -2.645  0.094
H46 5.661 -0.725 -2.816  0.101
H47 3.631 0.194 -3.670  0.086
H48 3.298 1.824 -3.078  0.102
H49 1.987 0.636 -3.179  0.065